A molecular structure, C30H46ClCsNO7PS in a non-equilibrium geometry, computed with wB97M-V/def2-TZVPD.

Properties
E_HOMO = -2.34 eV
Energy relative to the best compared isomer or geometry (same formula, charge and spin) = 208.4 kJ/mol
E = -80868.7310 eV
HOMO-LUMO gap = 0.2267 Eh
LUMO energy = 3.83 eV

Structure (ORCA input):
```
! wB97M-V def2-TZVPD RIJCOSX def2/J DEFGRID3
* xyz -2 1
Cs -2.8544 0.8321 -1.5122
C 4.4152 2.4907 -3.8588
C 3.0251 1.8976 -4.1051
C 2.0561 2.9736 -4.5952
C 2.5053 1.1973 -2.8685
C 2.3071 1.8791 -1.6797
C 1.9095 1.2207 -0.5295
C 1.9395 2.0024 0.7663
C 3.3580 1.9900 1.3503
C 1.4441 3.4419 0.6219
C 1.6239 -0.1602 -0.5484
C 1.7753 -0.8642 -1.7634
C 2.2397 -0.1563 -2.8756
C 1.5206 -2.3482 -2.0774
C 0.5254 -2.4693 -3.2445
C 1.0037 -3.2616 -0.9746
C 1.5493 -0.8706 0.7921
C 2.8105 -1.3885 1.1347
C 3.0664 -2.0621 2.3113
C 2.0297 -2.2429 3.2115
C 0.7865 -1.7216 2.9052
C 0.4968 -1.0170 1.7275
P -1.2886 -0.4362 1.5280
C -2.3400 -1.9941 1.9221
C -3.7392 -1.6996 1.3503
C -1.7624 -3.1725 1.1437
C -2.5305 -2.4376 3.3785
C -1.5730 0.7525 3.0044
C -0.9779 2.1141 2.6239
C -3.0921 0.9641 3.1019
C -1.0281 0.4094 4.3912
H 4.8268 2.9095 -4.7812
H 5.1038 1.7311 -3.4835
H 4.3625 3.2922 -3.1188
H 3.1183 1.1389 -4.8897
H 1.8856 3.7346 -3.8316
H 1.0826 2.5413 -4.8286
H 2.4456 3.4635 -5.4922
H 2.4732 2.9496 -1.6413
H 1.2991 1.4785 1.4684
H 4.0464 2.4896 0.6630
H 3.7177 0.9722 1.5131
H 3.3822 2.5213 2.3066
H 2.2188 4.0799 0.1875
H 1.2017 3.8572 1.6031
H 0.5658 3.5048 -0.0210
H 2.4023 -0.7056 -3.7976
H 2.4874 -2.7432 -2.4184
H -0.4918 -2.3200 -2.8771
H 0.5729 -3.4751 -3.6688
H 0.7106 -1.7497 -4.0409
H 0.1256 -2.8265 -0.5140
H 1.7403 -3.4786 -0.2040
H 0.6791 -4.2057 -1.4179
H 3.6126 -1.2539 0.4181
H 4.0586 -2.4480 2.5134
H 2.1810 -2.7816 4.1395
H -0.0100 -1.8761 3.6131
H -3.7195 -1.4420 0.2941
H -4.2342 -0.8855 1.8761
H -4.3611 -2.5943 1.4480
H -1.7563 -2.9938 0.0659
H -2.4034 -4.0469 1.2960
H -0.7590 -3.4357 1.4810
H -2.9550 -1.6650 4.0192
H -1.6136 -2.8117 3.8356
H -3.2374 -3.2733 3.3687
H -1.1861 2.3824 1.5871
H 0.0994 2.1351 2.7823
H -1.4139 2.8855 3.2672
H -3.5385 1.1912 2.1329
H -3.2804 1.8157 3.7638
H -3.6127 0.1042 3.5208
H 0.0598 0.3458 4.3909
H -1.4322 -0.5168 4.7993
H -1.3088 1.2198 5.0745
O -4.9479 1.4294 0.3139
Cl -5.7549 1.0785 -0.8420
O -5.5689 2.0849 -1.8645
O -7.1394 1.0095 -0.4606
O -5.3051 -0.1943 -1.3516
O -0.4515 4.3156 -2.9362
C -0.9015 3.1662 -3.0505
O -0.9996 2.2538 -2.1860
H -1.2852 2.8850 -4.0685
O -2.4250 -5.6384 -1.9104
S -3.0000 -4.4078 -2.5271
N -2.5689 -3.0606 -2.1512
*
```

Here are the Löwdin charges for atoms 1 to 5, given in e:
1 Cs 1.312
2 C -0.078
3 C -0.379
4 C -0.062
5 C -0.187



2 unconnected molecules or ions with the total composition C30H46ClF5N3O4P2S3 in a non-equilibrium geometry, computed with wB97M-V/def2-TZVPD.

Properties
E_HOMO = -10.72 eV
Energy relative to the best compared isomer or geometry (same formula, charge and spin) = 0.0 kJ/mol
E = -121704.5398 eV
HOMO-LUMO gap = 0.2500 Eh
LUMO energy = -3.91 eV

Structure (ORCA input):
```
! wB97M-V def2-TZVPD RIJCOSX def2/J DEFGRID3
* xyz 1 1
C 3.9780 2.3643 4.3252
C 4.9234 2.9568 3.3160
O 4.9450 4.1163 3.0216
O 5.7699 2.0431 2.7781
C 6.1390 2.2560 1.4078
C 5.1148 1.6373 0.4515
C 4.1332 2.6571 -0.1620
C 2.8140 2.8088 0.6262
C 1.5604 2.9590 -0.2600
C 0.4642 1.9100 0.0419
C -0.2912 1.5085 -1.1998
C -1.5110 2.0822 -1.5580
C -2.1185 3.1380 -0.6670
C -2.5979 4.4663 -1.3015
C -4.0794 4.7871 -1.0639
C -4.3112 5.3945 0.3022
F -3.5414 4.7772 1.2443
F -3.9689 6.7091 0.3084
C -5.7722 5.2994 0.7870
F -6.1560 4.0082 0.8226
F -6.5815 5.9613 -0.0526
F -5.9015 5.8118 2.0126
C -2.1253 1.6200 -2.7423
S -3.7223 2.2795 -3.1903
C -1.5104 0.6806 -3.5647
P -2.4877 0.2924 -5.1721
O -2.5482 -1.3407 -5.1489
Cl -1.0454 0.6901 -6.5866
N -0.2993 0.1399 -3.1846
P 0.4022 -1.0668 -4.3787
C 2.0020 -0.3311 -4.8509
C 0.8250 -2.5464 -3.3912
C 0.2851 0.5231 -2.0102
C 1.5452 -0.1373 -1.5287
C 1.2808 -1.2403 -0.4519
C -0.1857 -1.3857 -0.0589
S -0.3877 -2.7892 1.0656
C -2.1689 -2.9014 1.0493
S -3.0785 -1.5363 1.1312
N -2.7332 -4.1555 0.9730
C -1.8889 -5.2949 0.5584
C -1.2127 -6.0087 1.7252
O -2.1826 -6.3725 2.6914
C -2.7744 -5.1970 3.2043
C -3.5988 -4.5336 2.1126
H 2.9938 2.8026 4.1697
H 3.9255 1.2823 4.2210
H 4.3280 2.5864 5.3334
H 7.1144 1.7874 1.2876
H 6.2530 3.3246 1.2243
H 4.5737 0.8780 1.0233
H 5.6664 1.1427 -0.3497
H 4.6451 3.6198 -0.2131
H 3.9157 2.3339 -1.1850
H 2.8973 3.6900 1.2661
H 2.7035 1.9443 1.2879
H 1.1435 3.9648 -0.1732
H 1.8611 2.8637 -1.3089
H 0.9431 1.0384 0.4867
H -0.1994 2.2891 0.8151
H -1.3899 3.4053 0.0913
H -2.9443 2.6685 -0.1199
H -2.0198 5.2899 -0.8802
H -2.4144 4.4698 -2.3767
H -4.4642 5.4754 -1.8173
H -4.6757 3.8782 -1.1483
H -4.4211 1.1407 -3.1049
H -2.6924 -1.6799 -4.2561
H 1.8963 0.1104 -5.8410
H 2.4100 0.4115 -4.1663
H 2.7218 -1.1517 -4.9212
H 0.0555 -2.7125 -2.6369
H 1.8098 -2.5180 -2.9320
H 0.7896 -3.3848 -4.0881
H 2.1898 0.6206 -1.0837
H 2.1163 -0.5630 -2.3439
H 1.8501 -0.9938 0.4481
H 1.6535 -2.2058 -0.7851
H -0.5620 -0.5034 0.4543
H -0.8433 -1.5626 -0.9123
H -1.1510 -4.9736 -0.1732
H -2.5563 -6.0070 0.0644
H -0.7399 -6.9256 1.3774
H -0.4564 -5.3485 2.1623
H -3.4074 -5.4515 4.0535
H -1.9938 -4.4995 3.5446
H -4.3389 -5.2505 1.7506
H -4.1360 -3.6659 2.4896
C 1.4849 -7.3879 4.6977
C 1.8003 -6.5634 3.5383
N 2.0483 -5.9201 2.6272
H 2.0245 -8.3309 4.6374
H 1.7743 -6.8694 5.6095
H 0.4150 -7.5894 4.7238
*
```

Here are the Löwdin charges for atoms 1 to 5, given in e:
1 C 0.024
2 C -0.544
3 O 0.113
4 O -0.016
5 C -0.160



9 unconnected molecules or ions with the total composition C30H46F12N4O11 in a non-equilibrium geometry, computed with wB97M-V/def2-TZVPD.

Properties
E_HOMO (spin up / spin down) = -12.57 / -12.57 eV
E = -92933.4839 eV
HOMO-LUMO gap (spin up / spin down) = 0.3666 / 0.1271 Eh
LUMO energy (spin up / spin down) = -2.59 / -9.11 eV

Structure (ORCA input):
```
! wB97M-V def2-TZVPD RIJCOSX def2/J DEFGRID3
* xyz 1 2
C 1.9535 -4.5668 2.8758
C 1.7593 -3.1693 2.7323
N 1.5097 -2.0375 2.7083
H 2.1870 -4.7640 3.9221
H 2.7930 -4.9631 2.3047
H 1.0772 -5.1814 2.6695
C 1.6279 4.9085 -0.6980
C 2.5393 4.6958 -1.8151
N 3.3061 4.5246 -2.6923
H 1.0067 5.7274 -1.0607
H 2.2921 5.3118 0.0664
H 1.1851 3.9939 -0.3036
C -0.6767 0.3708 1.1866
C 0.2120 1.0185 0.1878
N 0.9494 1.4015 -0.6529
H -0.1875 0.0335 2.1004
H -0.8886 -0.6094 0.7596
H -1.5981 0.9249 1.3658
C -1.8285 1.9415 -2.5263
C -1.5120 3.1049 -1.7120
N -1.3724 3.9819 -0.9482
H -1.0582 1.1747 -2.6088
H -1.9622 2.2082 -3.5747
H -2.8074 1.6120 -2.1783
C -4.9116 -0.4971 2.7785
O -4.2896 -1.0772 1.6534
C -5.3181 -1.2072 0.5467
C -5.0736 -0.0896 -0.5842
O -5.2607 1.1180 0.1446
C -4.5103 2.3426 -0.2224
C -4.7464 3.3919 0.7884
O -6.1339 3.8365 0.8082
C -6.6235 4.4648 2.0033
H -4.1810 -0.4649 3.5867
H -5.8061 -0.9991 3.1473
H -5.1334 0.5598 2.6310
H -6.3649 -1.3379 0.8210
H -5.0696 -2.1140 -0.0047
H -5.4977 -0.2974 -1.5666
H -4.0132 -0.1423 -0.8308
H -4.7325 2.7333 -1.2154
H -3.4677 2.0278 -0.1772
H -4.0685 4.2435 0.8463
H -4.4940 2.8672 1.7099
H -6.5454 3.7357 2.8098
H -7.6923 4.6580 1.9118
H -6.0202 5.3309 2.2753
C 7.9143 -1.6967 -2.5241
C 7.3885 -1.5101 -1.1004
O 6.3334 -0.5781 -1.1886
C 5.7593 -0.0384 -0.0984
O 6.1195 -0.3367 1.0305
C 4.4775 0.8060 -0.3145
F 4.8661 2.0405 0.0434
F 3.8626 0.7241 -1.5185
F 3.4940 0.4902 0.5171
H 8.6851 -1.0098 -2.8737
H 7.1267 -1.8041 -3.2700
H 8.4081 -2.6626 -2.6298
H 8.2083 -1.2510 -0.4304
H 6.9453 -2.4344 -0.7298
C -0.3541 1.1162 5.5365
C -0.9044 2.3702 4.8470
O -1.5978 3.2785 5.7878
C -2.7758 2.9231 6.2177
O -3.3648 1.8971 5.9105
C -3.4122 3.8612 7.2492
F -3.8703 3.2520 8.3025
F -2.6398 5.0157 7.4924
F -4.4514 4.3769 6.6880
H -1.0457 0.7279 6.2842
H 0.5102 1.4748 6.0955
H -0.1178 0.3961 4.7532
H -1.5918 1.9143 4.1345
H -0.1238 2.8873 4.2889
C 1.2868 0.2638 -4.1537
C 1.7112 -1.0539 -4.8288
O 0.5536 -1.7739 -4.8038
C 0.3352 -3.0155 -5.3164
O 1.2367 -3.7192 -5.7512
C -1.0949 -3.4711 -5.3922
F -1.1688 -4.6975 -4.8957
F -1.8906 -2.6695 -4.7029
F -1.4958 -3.5772 -6.7271
H 1.2316 0.1288 -3.0735
H 0.3597 0.6709 -4.5573
H 2.0441 1.0473 -4.1275
H 2.3691 -1.5392 -4.1079
H 2.2319 -0.8429 -5.7629
C 4.4511 -3.8104 -3.5098
C 4.1070 -4.0957 -1.9750
O 2.6623 -3.8062 -1.7962
C 1.8244 -4.4962 -0.9347
O 2.1452 -5.5198 -0.2824
C 0.3856 -3.9550 -0.7408
F -0.4959 -4.4545 -1.6073
F -0.0732 -4.2458 0.4736
F 0.2774 -2.6162 -0.8997
H 3.7913 -4.3831 -4.1616
H 5.4532 -3.9501 -3.9152
H 4.2127 -2.7735 -3.7470
H 4.7109 -3.4733 -1.3146
H 4.4366 -5.1281 -1.8581
*
```

Here are the Löwdin charges for atoms 1 to 5, given in e:
1 C -0.078
2 C -0.278
3 N 0.150
4 H 0.093
5 H 0.086



A molecular structure, C30H46F3N3O3P2S2Tl in a non-equilibrium geometry, computed with wB97M-V/def2-TZVPD.

Properties
E_HOMO (spin up / spin down) = -10.27 / -10.04 eV
Energy relative to the best compared isomer or geometry (same formula, charge and spin) = 0.0 kJ/mol
E = -95556.7953 eV
HOMO-LUMO gap (spin up / spin down) = 0.1867 / 0.2034 Eh
LUMO energy (spin up / spin down) = -5.19 / -4.51 eV

Structure (ORCA input):
```
! wB97M-V def2-TZVPD RIJCOSX def2/J DEFGRID3
* xyz 1 1
Tl -0.3995 1.1210 0.7316
C -3.9036 -0.6845 -1.9685
C -3.6075 -0.5081 -0.4462
C -4.7283 -1.0617 0.4132
P -1.9756 -1.2993 0.1103
C -2.1835 -2.1849 1.7009
C -2.7433 -3.6363 1.6048
C -0.8919 -2.2494 2.5518
C -1.5413 -2.5944 -1.0792
C -2.3695 -3.6306 -1.5117
C -1.9430 -4.5394 -2.4945
C -2.8767 -5.5910 -2.9138
C -0.6257 -4.4230 -2.9959
C 0.2368 -3.4026 -2.5530
C -0.2184 -2.4397 -1.6602
N 0.4477 -1.3562 -1.2675
C 1.3172 -0.7573 -2.1001
C 1.2756 -0.7812 -3.5098
C 2.4025 -0.4089 -4.2307
C 3.5032 0.1875 -3.6519
C 4.6968 0.6689 -4.3822
C 3.4525 0.4417 -2.2669
C 2.3522 0.0601 -1.4974
P 2.4141 0.2827 0.3032
C 3.6712 -0.8932 1.0030
C 4.7197 -1.5150 0.0403
C 2.7766 -2.0156 1.5583
C 2.9811 2.0324 0.7363
C 2.5314 3.1880 -0.1195
C 4.4532 2.0313 1.0944
H -4.6899 0.0271 -2.2123
H -4.1693 -1.7332 -2.2874
H -3.0104 -0.4526 -2.5878
H -3.4960 0.5653 -0.2408
H -4.7782 -2.1275 0.3067
H -5.6729 -0.6769 0.0982
H -4.6150 -0.7941 1.4698
H -2.9195 -1.6473 2.3106
H -2.1239 -4.2796 1.0520
H -3.7584 -3.6684 1.1895
H -2.8104 -4.0698 2.6141
H -0.0355 -2.8433 2.0930
H -1.0616 -2.8435 3.4562
H -0.4881 -1.2627 2.8503
H -3.4004 -3.8201 -1.1411
H -3.6106 -5.2894 -3.7270
H -3.4367 -5.9430 -2.0628
H -2.3945 -6.5124 -3.3025
H -0.2635 -5.1489 -3.7224
H 1.2466 -3.3015 -2.9332
H 0.4033 -1.2424 -3.9917
H 2.4399 -0.6384 -5.2754
H 4.5933 0.5412 -5.4600
H 5.6272 0.1832 -4.0383
H 4.7993 1.7512 -4.1732
H 4.2291 0.9826 -1.7789
H 4.2491 -0.3503 1.7360
H 4.2435 -2.1620 -0.6903
H 5.4415 -2.0891 0.6294
H 5.3016 -0.7258 -0.4556
H 2.3736 -2.6459 0.7270
H 1.9113 -1.6926 2.1674
H 3.4131 -2.7003 2.1458
H 2.4952 2.2083 1.7340
H 3.2165 3.5420 -0.8474
H 2.2856 3.9783 0.6075
H 1.5831 2.9660 -0.5909
H 5.1104 1.5826 0.3839
H 4.5786 1.5671 2.0591
H 4.7163 3.1094 1.1765
F 1.3301 0.4736 3.6493
C 0.4542 0.9230 4.6591
F 1.1535 1.7163 5.4932
F 0.0720 -0.1560 5.3577
S -1.0376 1.8970 3.9062
O -1.8758 2.3367 5.0054
O -1.6710 0.9064 3.0207
O -0.4389 2.9514 3.0914
S -1.5787 3.7397 -0.5130
C -2.0611 5.0202 0.5234
N -1.9129 5.0966 1.8819
C -2.2451 6.4344 2.3939
C -2.9653 7.0666 1.1869
N -2.6418 6.1687 0.1017
H -1.4126 4.3055 2.3385
H -1.3325 6.9472 2.8024
H -2.9925 6.3743 3.2043
H -2.5986 8.0437 0.9350
H -4.0411 7.1290 1.3313
H -2.9516 6.2411 -0.8559
*
```

Here are the Löwdin charges for atoms 1 to 5, given in e:
1 Tl 0.777
2 C -0.094
3 C -0.501
4 C -0.113
5 P 1.051